(1)
Below is a structure of composition C2HF5N2S, with properties calculated with the ωB97M-V functional and the def2-TZVPD basis.

```
11
Properties=species:S:1:pos:R:3:mulliken_charge:R:1
C -0.754 0.607 -0.624 0.6582
C -1.331 -0.157 0.584 0.7495
N -0.121 -0.271 -1.496 -0.3633
N -0.987 -1.536 0.464 -0.4356
F 0.120 1.515 -0.159 -0.2564
F -1.724 1.435 -1.192 -0.2614
F -2.706 -0.015 0.605 -0.2576
F -0.845 0.330 1.751 -0.2488
F 3.957 -0.391 0.183 -0.4085
S -0.166 -1.660 -0.897 0.4138
H 4.556 0.142 0.780 0.4102
```

## Properties
HOMO energy = -11.20 eV
Gap between HOMO and LUMO = 0.3353 hartree
Calculated total energy = -29491.1867 eV
Charge = 0

(2)
Below is a cluster of 6 separate species, C30H78F2N12O10P4 in total, with properties calculated with the ωB97M-V functional and the def2-TZVPD basis.

```
136
Properties=species:S:1:pos:R:3:mulliken_charge:R:1
C 15.206 -9.606 -15.179 -1.0468
N 15.855 -9.854 -16.470 0.2747
C 16.032 -11.307 -16.862 -1.0433
P 16.305 -8.612 -17.539 0.4055
O 17.074 -9.072 -18.694 -0.8663
N 14.869 -7.780 -17.971 0.2986
C 14.019 -7.067 -17.028 -1.2071
C 14.372 -7.773 -19.378 -1.0547
N 17.188 -7.520 -16.546 0.2540
C 17.374 -6.127 -16.865 -0.9556
C 18.275 -8.078 -15.716 -0.9728
H 15.120 -8.542 -14.960 0.2785
H 15.846 -10.048 -14.415 0.4114
H 14.234 -10.088 -15.071 0.3149
H 16.731 -11.922 -16.295 0.2703
H 16.075 -11.474 -17.938 0.3000
H 15.042 -11.685 -16.605 0.3731
H 13.904 -6.039 -17.372 0.4138
H 13.086 -7.624 -16.941 0.3438
H 14.438 -6.989 -16.024 0.3697
H 14.687 -8.662 -19.926 0.2976
H 13.283 -7.723 -19.376 0.3718
H 14.700 -6.881 -19.912 0.2975
H 16.423 -5.635 -17.072 0.2178
H 17.886 -5.627 -16.043 0.3734
H 18.052 -6.044 -17.714 0.3256
H 18.523 -7.348 -14.945 0.3790
H 19.178 -8.363 -16.256 0.3081
H 18.015 -9.000 -15.196 0.2674
C -0.718 0.006 -18.489 -0.6839
N -1.153 1.174 -19.313 0.1485
C -1.527 2.421 -18.612 -1.0954
P -1.849 1.029 -20.851 0.3888
O -1.372 1.992 -21.845 -0.8679
N -1.546 -0.598 -21.266 0.2664
C -2.644 -1.488 -21.709 -0.8639
C -0.169 -1.040 -21.640 -1.0496
N -3.545 1.136 -20.644 0.3341
C -4.385 1.710 -21.688 -1.1435
C -4.239 0.512 -19.558 -0.9901
H -1.598 -0.610 -18.304 0.2907
H -0.239 0.208 -17.530 0.3767
H -0.051 -0.660 -19.036 0.1074
H -2.504 2.769 -18.947 0.3623
H -0.740 3.134 -18.856 0.2827
H -1.746 2.214 -17.564 0.4125
H -2.387 -2.370 -22.296 0.3735
H -3.257 -1.823 -20.872 0.1927
H -3.309 -0.898 -22.339 0.2703
H 0.421 -0.186 -21.973 0.3210
H 0.306 -1.449 -20.749 0.2503
H -0.234 -1.752 -22.462 0.4048
H -4.875 0.974 -22.325 0.2917
H -5.137 2.254 -21.115 0.3970
H -3.851 2.500 -22.216 0.3182
H -3.606 0.313 -18.693 0.2785
H -4.625 -0.473 -19.818 0.2921
H -5.080 1.128 -19.239 0.3343
C 16.677 3.757 -22.263 -0.9630
N 17.464 4.971 -22.454 0.3066
C 18.176 4.949 -23.710 -1.2050
P 17.903 6.081 -21.195 0.4517
O 19.269 5.790 -20.746 -0.8263
N 17.641 7.697 -21.789 0.1979
C 16.759 8.111 -22.926 -0.9678
C 18.049 8.839 -21.003 -0.9672
N 16.692 5.893 -19.982 0.3261
C 15.259 6.163 -20.264 -1.2257
C 17.111 5.752 -18.629 -1.0508
H 16.194 3.345 -23.149 0.3604
H 15.801 4.029 -21.675 0.1979
H 17.318 3.120 -21.653 0.3478
H 18.832 4.080 -23.753 0.4100
H 18.868 5.782 -23.833 0.3451
H 17.546 4.920 -24.599 0.3653
H 15.785 8.261 -22.460 0.3452
H 16.993 9.068 -23.392 0.3758
H 16.773 7.383 -23.737 0.2114
H 18.282 9.674 -21.665 0.3335
H 17.217 9.120 -20.357 0.2861
H 18.917 8.497 -20.439 0.2941
H 14.646 5.302 -19.997 0.3906
H 14.963 7.040 -19.689 0.3437
H 15.009 6.362 -21.307 0.3553
H 16.482 5.100 -18.023 0.3407
H 17.267 6.726 -18.165 0.3170
H 18.065 5.225 -18.649 0.3038
C 7.422 1.688 -29.469 -0.9799
N 8.493 2.572 -29.906 0.0863
C 9.704 1.952 -30.468 -0.9010
P 8.932 3.881 -28.849 0.5041
O 9.324 3.392 -27.497 -0.8490
N 10.020 4.824 -29.837 0.2451
C 9.554 5.785 -30.895 -0.9777
C 11.415 4.942 -29.410 -1.0814
N 7.526 4.869 -28.758 0.2078
C 6.687 5.204 -29.985 -1.2813
C 7.248 5.682 -27.614 -1.1343
H 7.216 0.933 -30.227 0.4065
H 6.544 2.321 -29.345 0.2405
H 7.693 1.263 -28.502 0.3225
H 10.447 2.030 -29.675 0.2893
H 9.944 2.614 -31.301 0.2174
H 9.574 0.902 -30.732 0.4058
H 10.455 6.098 -31.423 0.4702
H 8.904 5.334 -31.644 0.2767
H 9.054 6.640 -30.440 0.2263
H 11.962 4.214 -30.009 0.3498
H 11.878 5.907 -29.614 0.4055
H 11.535 4.624 -28.374 0.3370
H 7.071 4.881 -30.952 0.3748
H 5.674 4.802 -29.959 0.3424
H 6.608 6.288 -30.062 0.4642
H 7.914 6.533 -27.474 0.2927
H 7.509 5.074 -26.747 0.3278
H 6.186 5.928 -27.628 0.4120
O 8.199 1.737 -17.106 -0.5403
C 8.457 1.187 -18.198 0.6449
O 9.673 0.733 -18.606 -0.3055
C 9.578 0.202 -19.967 -0.3737
C 8.070 0.031 -20.113 0.2569
F 7.794 -1.224 -19.683 -0.2765
O 7.525 0.966 -19.201 -0.3073
H 10.110 0.742 -20.750 0.2946
H 10.022 -0.787 -20.079 0.2734
H 7.778 0.234 -21.143 0.3333
O 8.382 10.953 -19.079 -0.5077
C 7.462 10.213 -19.052 0.6522
O 6.927 9.802 -17.909 -0.3374
C 6.156 8.624 -18.099 -0.3441
C 5.901 8.728 -19.606 0.3147
F 4.710 9.359 -19.763 -0.2717
O 6.979 9.565 -20.113 -0.3040
H 6.714 7.840 -17.588 0.2653
H 5.249 8.769 -17.512 0.2343
H 5.848 7.763 -20.110 0.2984
```

## Properties
HOMO energy = -8.27 eV
Gap between HOMO and LUMO = 0.3142 hartree
SMILES = CN(C)P(=O)(N(C)C)N(C)C.CN(C)P(=O)(N(C)C)N(C)C.CN(C)P(=O)(N(C)C)N(C)C.CN(C)P(=O)(N(C)C)N(C)C.O=C1OC[C@@H](F)O1.O=C1OC[C@@H](F)O1
Calculated total energy = -113323.4535 eV
Charge = 0

(3)
Below is a cluster of 9 separate species, C13H25Cl21O8P2 in total, with properties calculated with the ωB97M-V functional and the def2-TZVPD basis.

```
69
Properties=species:S:1:pos:R:3:mulliken_charge:R:1
C -0.412 1.017 -0.140 -0.6939
O -0.668 0.004 -1.086 -0.3305
P -1.688 -1.178 -0.594 1.0768
O -3.113 -0.712 -0.300 -0.6600
O -1.598 -2.219 -1.820 -0.3358
C -1.845 -1.809 -3.112 -0.6076
O -0.862 -1.936 0.615 -0.2923
C -1.171 -1.574 1.944 -0.6974
H -0.399 1.935 -0.726 0.2831
H 0.547 0.956 0.375 0.2364
H -1.188 1.089 0.622 0.3447
H -2.929 -1.888 -3.201 0.2574
H -1.216 -2.412 -3.767 0.2171
H -1.492 -0.778 -3.130 0.3124
H -0.220 -1.104 2.196 0.2764
H -1.420 -2.437 2.561 0.2661
H -1.954 -0.837 2.122 0.3471
C 6.588 -4.096 -7.021 -0.6489
O 6.909 -5.107 -6.139 -0.3630
P 6.905 -4.874 -4.542 1.0537
O 7.597 -3.572 -4.229 -0.6650
O 7.594 -6.242 -3.975 -0.2716
C 8.418 -6.288 -2.858 -0.6686
O 5.302 -4.797 -4.134 -0.2960
C 4.955 -4.858 -2.778 -0.7208
H 7.335 -3.889 -7.786 0.2420
H 6.564 -3.199 -6.402 0.3400
H 5.685 -4.411 -7.545 0.2256
H 9.390 -6.708 -3.119 0.2615
H 7.874 -6.983 -2.219 0.2802
H 8.608 -5.378 -2.289 0.3352
H 4.320 -4.061 -2.392 0.2960
H 5.738 -4.870 -2.020 0.2852
H 4.511 -5.833 -2.580 0.3148
Cl -11.123 1.366 0.423 -0.1350
C -9.702 1.809 -0.656 0.0489
Cl -8.451 2.706 0.208 -0.1039
Cl -10.176 2.849 -2.036 -0.1102
H -9.268 0.853 -0.950 0.3001
Cl -3.310 -1.917 9.710 -0.0969
C -2.438 -1.347 11.137 0.0239
Cl -0.880 -2.352 11.079 -0.1353
Cl -3.399 -1.793 12.612 -0.1127
H -2.177 -0.289 11.162 0.3210
Cl -1.970 3.636 -6.513 -0.1227
C -3.649 3.950 -6.909 0.0627
Cl -4.435 4.513 -5.418 -0.1096
Cl -4.411 2.521 -7.581 -0.1142
H -3.603 4.682 -7.716 0.2840
Cl 2.129 11.447 -0.993 -0.1264
C 3.600 10.530 -0.490 0.0549
Cl 4.796 10.610 -1.758 -0.1031
Cl 3.206 8.847 -0.178 -0.1192
H 3.948 10.862 0.488 0.2937
Cl -9.007 -6.424 -1.532 -0.1353
C -7.700 -5.922 -0.382 0.0791
Cl -6.635 -7.236 0.024 -0.1049
Cl -8.495 -5.227 1.000 -0.1132
H -7.162 -5.100 -0.855 0.2745
Cl -2.819 7.856 7.753 -0.0896
C -3.532 6.293 7.619 0.0328
Cl -2.762 5.579 6.203 -0.1285
Cl -5.266 6.404 7.090 -0.1258
H -3.361 5.573 8.419 0.3109
Cl 6.322 5.000 4.517 -0.1244
C 5.133 4.748 5.810 0.0679
Cl 4.277 3.264 5.487 -0.1175
Cl 4.073 6.078 5.896 -0.1069
H 5.585 4.679 6.800 0.2810
```

## Properties
HOMO energy = -10.41 eV
Gap between HOMO and LUMO = 0.3863 hartree
SMILES = COP(=O)(OC)OC.COP(=O)(OC)OC.ClC(Cl)Cl.ClC(Cl)Cl.ClC(Cl)Cl.ClC(Cl)Cl.ClC(Cl)Cl.ClC(Cl)Cl.ClC(Cl)Cl
Calculated total energy = -311815.8045 eV
Charge = 0

(4)
Below is a cluster of 11 separate species, C12H46N10O11 in total, with properties calculated with the ωB97M-V functional and the def2-TZVPD basis.

```
79
Properties=species:S:1:pos:R:3:mulliken_charge:R:1
N 0.057 -2.474 -1.771 -0.4690
C 0.452 -2.550 -0.524 0.2420
N 1.584 -1.884 -0.322 -0.0761
O -0.335 -3.112 0.455 -0.6019
H -0.775 -3.007 -2.059 0.1876
H 0.705 -2.227 -2.509 0.2732
H 1.830 -1.729 0.659 0.2492
H 2.065 -1.450 -1.105 0.1284
N -4.102 -0.993 -3.104 -0.1960
C -4.493 -0.354 -2.039 0.2768
N -3.587 0.219 -1.332 0.0533
O -5.847 -0.375 -1.663 -0.7949
H -4.842 -1.456 -3.686 0.2424
H -3.133 -1.162 -3.421 0.2492
H -3.974 0.788 -0.568 0.2039
H -2.606 0.284 -1.612 -0.0426
N 0.571 1.194 4.028 -0.2764
C 1.040 1.997 3.145 0.5203
N 2.102 1.512 2.476 -0.0597
O 0.620 3.288 2.892 -0.8864
H -0.291 1.476 4.574 0.2702
H 1.013 0.206 4.233 0.1236
H 2.598 2.197 1.874 0.2944
H 2.140 0.477 2.295 -0.0609
N 1.540 3.809 0.398 -0.2200
C 2.595 3.344 -0.122 0.3608
N 3.491 3.022 0.751 -0.4685
O 2.639 3.097 -1.452 -0.8278
H 0.774 4.122 -0.292 0.2452
H 1.320 3.791 1.413 0.2287
H 4.293 2.455 0.386 0.2507
H 3.789 3.592 1.476 0.2935
N 1.150 -2.950 3.618 -0.3882
C 1.615 -1.771 3.440 0.3018
N 1.699 -1.108 4.532 -0.5891
O 1.894 -1.296 2.179 -0.7770
H 1.371 -3.617 2.819 0.3310
H 1.230 -3.293 4.573 0.2091
H 2.520 -0.401 4.509 0.4655
H 1.318 -1.508 5.481 0.2613
C -2.587 1.094 2.458 -1.2612
C -1.985 -0.349 2.330 1.8855
O -2.854 -1.211 2.986 -0.6830
H -2.055 1.816 1.781 0.1517
H -2.452 1.365 3.516 0.3567
H -3.725 1.025 2.231 0.3540
H -0.958 -0.475 2.754 -0.6641
H -2.086 -0.722 1.310 -0.4075
H -2.460 -2.072 3.030 0.3642
C -3.560 -2.720 -0.100 -0.1373
O -3.185 -4.053 0.092 -0.5463
H -4.499 -2.670 -0.646 0.3877
H -2.782 -2.189 -0.685 -0.2444
H -3.706 -2.236 0.856 0.1456
H -2.710 -4.320 -0.712 0.3719
C 1.605 2.091 -4.363 -0.6146
O 2.569 1.474 -3.587 -0.5587
H 2.019 3.026 -4.614 0.3698
H 0.702 2.278 -3.731 0.1398
H 1.413 1.626 -5.307 0.2820
H 2.658 1.858 -2.741 0.3769
C -1.736 0.235 -4.636 -0.4213
O -1.465 -1.175 -4.363 -0.6752
H -2.574 0.420 -5.284 0.3516
H -0.827 0.613 -5.184 0.1459
H -1.766 0.864 -3.766 0.1765
H -0.650 -1.343 -3.864 0.2695
C 3.917 0.047 -0.322 -0.0723
O 5.075 0.659 0.156 -0.6636
H 4.075 -1.010 -0.552 0.5242
H 3.414 0.537 -1.207 0.2596
H 3.167 0.136 0.522 -0.2900
H 5.176 0.441 1.110 0.3772
C -0.131 0.747 -0.471 -0.4979
O -0.864 0.106 -1.409 0.1148
H 0.800 0.984 -0.960 0.3727
H 0.222 0.105 0.311 0.0016
H -0.656 1.601 -0.010 0.3695
H -0.531 -0.767 -1.522 0.0615
```

## Properties
HOMO energy = -8.14 eV
Gap between HOMO and LUMO = 0.2650 hartree
SMILES = NC(N)=O.NC(N)=O.NC(N)=O.NC(N)=O.NC(N)=O.CCO.CO.CO.CO.CO.CO
Calculated total energy = -50609.8117 eV
Charge = 0

(5)
Below is the molecule C16H21BrN2O4, with properties calculated with the ωB97M-V functional and the def2-TZVPD basis.

```
44
Properties=species:S:1:pos:R:3:mulliken_charge:R:1
C -4.345 -1.396 0.612 -0.9325
C -3.505 -2.339 1.460 -0.4233
O -2.173 -1.843 1.624 -0.2597
C -1.978 -0.933 2.574 0.7354
O -2.825 -0.528 3.323 -0.6275
C -0.530 -0.469 2.616 -1.0517
N 0.106 -0.474 1.315 0.2789
C 1.284 -1.138 1.174 0.7110
O 1.767 -1.792 2.076 -0.6956
C 1.994 -0.958 -0.163 -1.0068
N 1.850 0.405 -0.631 0.4392
C 2.060 0.609 -2.053 -0.7986
C 3.548 0.631 -2.426 -0.6496
O 4.234 1.617 -1.686 -0.4227
C 4.104 1.398 -0.297 -0.6561
C 2.629 1.374 0.126 -0.7765
C -0.572 0.188 0.266 0.1369
C -0.897 1.536 0.386 -0.2813
C -1.610 2.173 -0.611 -0.7632
C -2.011 1.455 -1.724 -0.0573
Br -2.989 2.328 -3.104 -0.1804
C -1.723 0.105 -1.846 -0.9742
C -1.015 -0.527 -0.844 -0.1026
H -5.331 -1.824 0.461 0.4364
H -4.451 -0.438 1.115 0.2874
H -3.873 -1.235 -0.355 0.1598
H -3.959 -2.466 2.448 0.3847
H -3.387 -3.310 0.976 0.3212
H 0.042 -1.160 3.247 0.6393
H -0.506 0.524 3.078 0.2247
H 3.034 -1.282 -0.008 0.3383
H 1.545 -1.633 -0.896 0.5935
H 1.537 -0.168 -2.613 0.4490
H 1.619 1.579 -2.305 0.3204
H 3.681 0.892 -3.476 0.3968
H 3.997 -0.358 -2.241 0.3312
H 4.630 2.219 0.190 0.3899
H 4.591 0.450 -0.022 0.3140
H 2.550 1.146 1.190 0.4416
H 2.188 2.358 -0.063 0.3598
H -0.579 2.094 1.252 0.4764
H -1.854 3.221 -0.524 0.4933
H -2.062 -0.445 -2.711 0.5743
H -0.815 -1.585 -0.910 0.4262
```

## Properties
HOMO energy = -8.23 eV
Gap between HOMO and LUMO = 0.3244 hartree
SMILES = CCOC(=O)CN(C(=O)CN1CCOCC1)c1ccc(Br)cc1
Calculated total energy = -98145.4914 eV
Charge = 0

(6)
Below is a cluster of 2 separate species, C5H13FNP in total, with properties calculated with the ωB97M-V functional and the def2-TZVPD basis.

```
21
Properties=species:S:1:pos:R:3:mulliken_charge:R:1
C 0.749 0.923 1.899 -1.0790
C 1.258 -1.550 -1.664 -1.2402
C -2.461 1.875 -0.455 -0.8558
C 0.974 -0.279 0.876 -0.3645
C -0.072 -1.394 -1.009 -0.2189
N -0.217 -0.486 0.087 -0.3563
F -1.255 0.837 -2.307 -0.3273
P -0.696 1.789 -1.016 0.3750
H 1.079 0.550 2.859 0.3443
H 1.077 1.929 1.783 0.3160
H -0.409 0.860 1.939 0.2389
H 1.927 -0.672 -1.778 0.3184
H 1.971 -2.255 -1.096 0.3065
H 1.191 -1.963 -2.622 0.3958
H -2.922 0.987 -0.832 0.2512
H -2.957 2.656 -1.040 0.3675
H -2.512 2.163 0.637 0.3135
H 1.846 -0.152 0.331 0.3302
H 1.071 -1.039 1.598 0.3462
H -0.668 -1.139 -1.899 0.2778
H -0.382 -2.439 -0.628 0.2606
```

## Properties
HOMO energy (spin up / spin down) = -7.73 / -8.50 eV
Gap between HOMO and LUMO (spin up / spin down) = 0.2770 / 0.3031 hartree
Calculated total energy = -18889.1877 eV
Charge = 0